Entry 1:
Computed, not measured: C4H5N3O in the gas phase, with ωB97M-V/def2-TZVPD.

```
13
Properties=species:S:1:pos:R:3:nbo_charge:R:1
C -0.7101 -0.0018 0.7050 0.34
C -0.9475 1.3074 -1.0403 0.18
C 0.3143 -0.1987 -0.2267 -0.13
C 1.5106 -1.0042 -0.1104 0.43
H -0.3921 -1.3272 2.2164 0.39
H -0.9914 0.1345 2.7243 0.38
H -2.2989 1.3178 0.6702 0.42
H -1.3401 2.1680 -1.6112 0.20
H 1.4143 -1.5798 0.8750 0.06
N -1.0302 -0.5429 1.9667 -0.82
N -1.4819 0.9996 0.1879 -0.54
N 0.0905 0.6095 -1.3007 -0.40
O 2.4446 -1.0991 -0.8522 -0.51
```

The calculation puts the calculated total energy at -394.92305 Eh. The gap between HOMO and LUMO is 9.19 eV. Its SMILES is Nc1[nH]cnc1C=O.



Entry 2:
Computed, not measured: C4H5N3O in the gas phase, with ωB97M-V/def2-TZVPD.

```
13
Properties=species:S:1:pos:R:3:nbo_charge:R:1
C 1.5619 0.8752 -0.0820 0.15
C -0.7969 1.0296 0.0243 -0.02
C -2.0530 0.1824 -0.1068 -0.36
C -1.4527 -1.2147 -0.1306 -0.01
H 1.7324 -1.3568 0.4979 0.48
H 1.4416 1.9170 -0.1524 0.20
H -0.9431 2.0613 0.1177 0.24
H -3.1466 0.3101 0.2430 0.25
H -1.9886 -2.1245 -0.0250 0.22
N 2.7458 0.3270 -0.2097 -0.06
N 0.2396 0.1893 -0.0447 -0.22
N -0.1129 -1.1357 -0.1810 -0.31
O 2.7724 -1.0603 0.0495 -0.55
```

The calculation puts the calculated total energy at -394.76166 Eh. The gap between HOMO and LUMO is 9.79 eV. Its SMILES is O/N=C\n1cccn1.



Entry 3:
Computed, not measured: C4H5N3O in the gas phase, with ωB97M-V/def2-TZVPD.

```
13
Properties=species:S:1:pos:R:3:nbo_charge:R:1
C -0.8692 -0.9032 0.3670 0.07
C 0.4236 -1.0666 0.7997 -0.42
C 1.5233 -0.0484 0.8256 0.06
C -0.0309 1.3595 -1.2590 0.33
H -2.3894 -0.6578 -0.7597 0.39
H -1.4200 -1.8328 0.8337 0.21
H 0.6386 -1.9131 1.4929 0.23
H 2.6601 -0.3326 1.0087 0.21
H 0.5382 2.0377 -1.8757 0.20
N -1.6730 -0.0442 -0.3509 -0.45
N 1.5341 1.1826 0.3589 -0.16
N -1.1709 0.7214 -1.5277 -0.28
O 0.2356 1.4976 0.0864 -0.40
```

The calculation puts the calculated total energy at -394.74564 Eh. The gap between HOMO and LUMO is 8.99 eV. Its SMILES is c1cnocn[nH]c1.



Entry 4:
Computed, not measured: C4H5N3O in the gas phase, with ωB97M-V/def2-TZVPD.

```
13
Properties=species:S:1:pos:R:3:nbo_charge:R:1
C 0.9034 -1.0502 -0.0868 -0.02
C -0.2614 -0.1440 0.0816 0.07
C -1.5824 -0.7453 0.0280 -0.09
C -2.6479 -1.2276 0.0247 -0.15
H 1.8708 1.0544 -0.2977 0.36
H 3.4061 0.7159 -0.2101 0.36
H 0.4703 -2.0234 -0.2220 0.19
H -1.1743 2.5926 0.5064 0.49
H -3.6463 -1.5821 0.2498 0.24
N 2.5285 0.3941 0.1931 -0.64
N 2.1627 -0.9113 -0.0736 -0.17
N -0.1432 1.1586 0.0257 -0.12
O -1.4042 1.7193 -0.1659 -0.54
```

The calculation puts the calculated total energy at -394.72005 Eh. The gap between HOMO and LUMO is 9.06 eV. Its SMILES is C#CC(/C=N\N)=N\O.



Entry 5:
Computed, not measured: C4H5N3O in the gas phase, with ωB97M-V/def2-TZVPD.

```
13
Properties=species:S:1:pos:R:3:nbo_charge:R:1
C 0.8707 0.8933 0.3893 0.49
C -0.2314 -0.7848 -0.3945 0.13
C -1.6577 -1.1816 -0.9155 -0.27
C -0.2183 0.4832 -0.6880 -0.03
H 0.8818 3.0097 0.7089 0.34
H 1.0622 -2.1704 0.1015 0.39
H -1.6977 -1.9796 -1.8159 0.25
H -2.3768 -1.3579 0.1601 0.22
H -2.3808 0.9098 -0.3260 0.36
N 1.2907 1.9801 1.1421 -0.69
N 0.5267 -1.3885 0.5160 -0.29
N -1.7303 0.4164 -1.1710 -0.57
O 1.4152 -0.2410 0.9267 -0.33
```

The calculation puts the calculated total energy at -394.63753 Eh. The gap between HOMO and LUMO is 9.06 eV. Its SMILES is [H]/N=c1/o[nH]c2c1NC2.



Entry 6:
Computed, not measured: a molecular structure, C4H5N3O, with ωB97M-V/def2-TZVPD.

```
13
Properties=species:S:1:pos:R:3:nbo_charge:R:1
C 1.6825 -0.3472 -0.0208 -0.25
C 0.8103 0.9872 0.1041 -0.26
C -2.2765 -0.1977 0.0475 0.40
C -0.4202 -0.9547 -0.0339 0.45
H 2.4396 -0.3548 0.6540 0.20
H 2.1718 -0.6088 -0.9545 0.20
H 1.3676 1.6701 -0.6880 0.22
H 0.7146 1.4222 1.0872 0.21
H -3.4598 -0.0614 -0.1802 0.20
N -0.4150 0.3727 -0.3581 -0.18
N -1.7629 -1.4201 -0.0036 -0.44
N 0.7678 -1.4628 0.1905 -0.45
O -1.6200 0.9554 0.1558 -0.31
```

The calculation puts the calculated total energy at -394.79340 Eh. The gap between HOMO and LUMO is 9.67 eV.



Looking at ΔE to the lowest compared entry with this formula, charge and spin for the records above, in order, we have 1.2110, 5.6027, 6.0388, 6.7350, 8.9804, 4.7391 eV.
Looking at HOMO energy for the records above, in order, we have -8.721, -9.272, -8.733, -9.181, -8.609, -8.964 eV.
Looking at lowest unoccupied orbital energy for the records above, in order, we have 0.473, 0.517, 0.258, -0.117, 0.452, 0.709 eV.